C9H15F2N3 | ωB97M-V with the def2-TZVPD basis set

The calculation puts the HOMO energy at -0.314 hartree. For the largest force on an atom, the calculation gives 0.07352 Eh/bohr. As for the gap between HOMO and LUMO: 0.341 hartree. As for the SMILES: CN(C)C1(N(C)C)[C@@H](C#N)CC1(F)F.

Atoms and positions in Å:
C  1.12  -2.12  0.84
N  0.30  -0.86  1.13
C  0.96  -0.12  2.23
C  -0.17  -0.07  0.02
N  0.79  0.11  -1.00
C  0.46  -0.51  -2.30
C  1.32  1.46  -1.31
C  -0.93  1.26  0.50
C  -1.33  2.16  -0.55
N  -1.78  2.85  -1.33
C  -2.14  0.35  0.88
C  -1.67  -0.69  -0.15
F  -1.78  -1.96  0.20
F  -2.30  -0.60  -1.28
H  1.04  -2.66  1.76
H  0.73  -2.66  -0.02
H  2.12  -1.76  0.80
H  1.66  0.54  1.75
H  0.21  0.40  2.87
H  1.35  -0.89  2.80
H  -0.38  -0.02  -2.68
H  1.36  -0.44  -2.86
H  0.36  -1.59  -2.04
H  1.60  1.82  -0.38
H  2.29  1.36  -1.87
H  0.70  2.08  -2.01
H  -0.68  1.97  1.30
H  -1.99  -0.03  1.88
H  -3.20  0.61  0.83